110
Properties=species:S:1:pos:R:3:forces:R:3 method="wB97M-V/def2-TZVPD" orbital_gap_ev=6.230 homo_energy_ev=-9.43 charge=+1 e_lumo_ev=-3.20 total_energy_ev=-86038.8106
O -0.989 -0.223 1.124 0.9 -0.6 -0.2
C -2.816 0.519 2.366 -0.7 1.4 1.9
H 1.672 2.429 -6.094 0.1 0.1 0.0
H -8.616 -3.141 1.037 0.3 0.6 0.5
C -9.404 -1.858 3.414 -1.0 0.6 -0.6
O 0.077 -1.401 3.486 -0.5 -0.6 -0.6
H -5.277 -2.273 1.870 0.2 0.3 -0.6
N 10.251 -1.795 4.730 0.0 0.0 0.0
C 2.180 4.012 -7.402 -0.1 0.0 0.0
H 3.484 5.580 -8.181 0.0 0.0 0.0
H -7.110 -0.985 0.024 0.0 -0.6 0.3
H -2.617 -0.518 -0.537 0.1 0.0 1.0
C -3.030 -1.020 0.362 -1.2 -0.4 -1.1
C -0.575 0.795 -2.429 0.0 0.0 0.1
H -4.333 1.957 -0.365 0.2 0.4 0.6
F -7.425 -0.633 2.930 -0.4 -0.2 -0.6
C 10.427 -1.678 3.377 0.0 0.1 0.0
H -0.605 3.203 -4.610 0.1 -0.1 0.0
N -0.707 2.112 -2.782 -0.1 -0.1 0.0
H 1.059 -2.695 2.210 -0.2 0.7 -0.3
N -4.253 4.275 -6.211 0.0 0.1 0.0
F -9.049 -0.438 1.454 0.2 -0.4 0.5
C 6.770 -0.501 4.634 0.0 0.1 0.0
H -3.661 3.246 0.778 -0.3 -0.7 -0.1
F -9.010 -1.496 4.637 -0.1 -0.2 -0.5
C 5.019 -1.609 5.502 -0.1 0.0 0.0
O -5.001 0.221 1.377 0.8 0.1 -0.3
N -2.251 -0.634 1.582 0.3 0.5 -0.8
H 5.623 1.406 4.441 0.0 0.0 0.0
C 2.687 -4.959 -0.676 -0.1 0.0 0.1
H 2.383 -0.291 1.335 -0.1 -0.4 0.5
H -3.200 0.085 3.320 0.1 0.0 -0.8
N 4.650 -0.314 5.249 0.0 0.0 -0.1
H 3.742 0.076 5.427 0.1 0.0 0.0
C 10.682 -2.928 2.875 0.0 0.1 -0.1
C -0.093 -1.348 0.988 1.3 -0.6 0.1
H -7.271 -3.136 2.218 -0.4 0.3 -0.4
H 2.567 -5.854 -0.085 0.0 0.0 0.0
C -5.331 -2.064 0.779 -0.7 0.1 -0.4
C 3.542 -3.388 -2.038 0.0 0.0 0.0
C -1.714 1.541 2.825 -0.1 -0.7 1.1
Cl -2.483 2.188 5.569 0.3 -0.4 -0.8
H 7.752 -0.263 4.256 -0.1 0.0 0.0
C -0.535 2.240 -4.133 0.1 0.0 0.0
H -3.102 6.723 -8.024 0.0 0.0 0.0
C 3.307 4.789 -7.470 -0.1 0.0 -0.1
O -2.724 3.614 3.439 0.0 0.0 0.1
C -3.038 4.481 -5.615 0.0 0.0 0.0
H 2.084 -0.102 3.120 0.0 -0.2 -0.7
C -6.851 -2.012 0.352 0.1 -0.4 0.5
C -0.309 0.076 -3.566 0.0 -0.1 0.2
C -7.823 -2.511 1.488 0.4 0.8 -0.5
H -7.020 -2.693 -0.507 0.3 0.6 0.4
H -5.309 5.162 -7.838 0.1 0.0 0.0
H 5.157 4.756 -6.208 0.0 0.0 0.0
H -2.727 3.884 -4.774 -0.1 0.0 0.0
C 3.557 3.334 -5.776 0.0 -0.1 0.0
C -4.411 5.160 -7.243 0.0 0.0 0.0
C 1.765 -3.953 -0.804 0.0 0.1 0.0
H -4.882 -2.932 0.251 0.0 0.6 0.3
H 10.867 -3.165 1.839 0.0 0.0 0.0
N 2.291 -3.001 -1.640 0.0 0.1 0.1
H -4.937 -0.467 -0.603 0.6 0.1 0.5
C -4.574 -0.737 0.415 -0.8 -1.7 0.5
H -1.433 5.900 -6.047 0.0 0.0 0.0
H 0.595 -1.092 0.152 -0.6 -0.1 0.5
C 10.383 -3.108 5.096 0.0 0.0 0.1
H 4.318 -2.312 5.922 0.1 0.0 0.0
H 10.275 -3.409 6.125 0.0 0.0 0.0
H 2.948 -1.534 2.544 -0.4 0.6 -0.4
H 0.782 -3.835 -0.375 0.0 -0.1 -0.1
C 6.331 -1.754 5.132 -0.1 -0.1 0.0
C 10.654 -3.835 3.966 0.0 0.0 0.1
F -9.521 -3.201 3.375 0.3 0.6 0.1
H -0.102 0.763 -5.686 -0.1 0.0 0.0
N 2.342 3.125 -6.371 0.0 0.1 0.0
C 0.789 -1.613 2.247 1.0 -0.3 -0.1
F -10.636 -1.353 3.184 0.6 -0.2 0.3
H -0.049 -2.282 3.880 0.1 0.6 0.1
H -0.680 0.486 -1.401 0.0 0.0 0.0
H -2.636 1.942 0.150 -0.7 0.2 0.1
H 4.723 -5.167 -1.582 0.0 0.0 0.0
H -0.585 -2.306 0.712 -0.3 0.8 0.1
C 4.181 4.359 -6.439 0.0 -0.1 0.1
C -2.334 2.565 3.826 -0.2 0.1 -0.7
H 10.813 -4.901 3.926 0.0 0.0 0.0
C 5.712 0.367 4.714 0.0 0.1 0.0
H 10.055 -1.036 5.358 0.0 -0.1 0.0
C -3.674 2.176 0.501 0.9 -0.9 -0.4
C -4.034 1.219 1.686 0.1 0.6 0.0
H 1.832 -2.151 -1.919 0.1 -0.1 -0.1
H 10.357 -0.719 2.891 0.0 -0.1 0.0
H 4.128 -2.770 -2.698 0.0 -0.1 0.0
H -2.078 -1.460 2.172 -0.3 0.4 0.2
H 3.872 2.736 -4.936 0.0 0.0 0.0
C -2.410 5.504 -6.278 0.1 -0.1 0.1
H -4.492 1.850 2.480 0.2 -0.6 -0.4
C 3.814 -4.600 -1.458 0.1 0.1 -0.1
H -0.933 0.970 3.376 -0.3 0.5 -0.6
C -0.284 0.992 -4.648 0.0 0.2 -0.1
H -2.892 -2.112 0.210 0.0 0.8 0.1
C 2.137 -0.822 2.274 -0.3 -0.2 0.8
H 6.912 -2.660 5.210 0.0 0.0 0.0
C -3.282 5.934 -7.311 -0.1 0.0 -0.1
H -0.900 2.869 -2.149 0.1 0.0 -0.1
H 1.281 4.012 -7.996 0.1 0.0 0.0
H -1.304 2.142 1.996 -0.2 -0.4 0.5
H -4.926 3.581 -5.934 0.1 0.1 0.0
H -0.151 -0.991 -3.617 0.0 0.0 0.0
C -8.425 -1.318 2.274 0.6 -1.2 0.5

42
Properties=species:S:1:pos:R:3:forces:R:3 method="wB97M-V/def2-TZVPD" orbital_gap_ev=8.536 homo_energy_ev=-12.39 charge=+1 e_lumo_ev=-3.85 e_above_lowest_kcal_mol=2.2 total_energy_ev=-41930.7142 smiles="CC(C)c1ccc([NH2+]C(=S)Nc2ccc(OC(F)(F)F)cc2)cc1"
H -3.919 0.027 -1.669 -0.1 0.0 0.0
H -0.200 -2.083 1.474 0.3 0.0 0.1
H 4.641 2.288 -0.237 -0.1 -0.1 0.0
H 2.246 3.904 0.762 -0.1 0.1 0.0
H 0.870 2.131 -0.097 -0.1 0.1 0.0
C -4.026 -0.884 0.287 0.1 -0.1 0.1
C -5.832 0.618 0.031 -0.7 1.1 -0.8
S 1.784 -4.138 -0.568 -0.1 0.0 0.1
H 4.587 0.081 0.388 0.1 0.0 0.0
C -3.473 -0.657 -0.966 -0.1 0.0 0.0
C 2.834 -1.075 0.733 -0.1 -0.2 0.1
C 1.450 -1.062 0.758 0.3 0.6 -0.1
C -1.714 -2.223 -0.456 -0.5 0.3 0.3
C 3.571 2.513 -0.258 -0.1 0.3 -0.1
H 3.893 4.488 0.542 0.0 0.1 0.0
C 3.508 0.087 0.404 -0.2 0.0 0.0
H -3.912 -1.980 2.111 -0.1 0.0 0.1
H 2.163 3.275 -1.729 -0.1 0.0 0.0
C -2.291 -2.466 0.792 0.0 0.0 -0.4
F -6.287 0.114 -1.122 0.0 -0.4 -0.1
H -1.889 -1.155 -2.304 0.1 0.0 -0.1
H -0.344 0.089 0.481 -0.1 0.0 0.0
C 3.208 2.983 -1.669 0.2 -0.1 0.1
C -3.440 -1.797 1.160 -0.2 0.4 -0.1
C 2.820 1.258 0.097 0.1 -0.2 0.0
H -0.553 -3.290 -1.802 0.1 -0.1 0.2
O -5.168 -0.271 0.771 0.7 -0.8 0.4
N -0.542 -2.900 -0.866 0.2 0.0 0.0
H 3.381 -1.976 0.961 0.1 -0.1 0.0
C 3.293 3.612 0.772 0.2 -0.2 -0.1
H 3.550 3.273 1.773 0.0 0.0 0.1
C 1.428 1.237 0.130 0.1 -0.1 0.0
H 3.817 3.841 -1.936 0.0 0.1 -0.1
H 3.390 2.193 -2.394 0.0 0.0 -0.1
N 0.724 -2.312 1.077 -0.2 0.1 -0.1
H 1.285 -2.858 1.744 -0.3 0.0 -0.2
C -2.320 -1.330 -1.331 0.1 -0.1 0.3
F -5.082 1.681 -0.300 0.3 0.0 0.1
F -6.864 1.054 0.722 0.0 -0.1 0.3
C 0.572 -3.142 -0.166 0.4 -0.6 -0.4
H -1.899 -3.234 1.446 0.0 -0.1 0.1
C 0.736 0.085 0.455 -0.1 -0.2 0.1

31
Properties=species:S:1:pos:R:3:forces:R:3 method="wB97M-V/def2-TZVPD" orbital_gap_ev=9.381 homo_energy_ev=-8.68 charge=0 e_lumo_ev=0.70 e_above_lowest_kcal_mol=148.8 total_energy_ev=-28638.3889
H 3.647 -0.711 2.161 -0.8 0.0 -0.5
S 2.557 1.392 -0.423 -2.0 0.4 0.8
C 3.279 -1.261 1.253 2.4 0.5 2.6
O 3.971 1.264 -0.153 2.4 0.1 0.2
H 0.823 2.520 0.689 -0.9 -0.6 0.1
O 2.162 -0.923 -1.364 -0.2 -0.3 -0.6
H -2.903 -0.347 2.079 0.8 0.5 -1.8
C -1.037 0.536 -1.266 -0.7 1.7 0.0
H -5.061 -0.651 -0.455 -0.2 1.8 0.6
C -3.227 0.405 -0.009 1.4 0.3 -0.3
C 1.274 -1.882 -1.920 -0.6 -2.3 1.6
H 0.279 -1.977 -1.419 1.1 0.4 0.2
H 1.766 -2.865 -1.900 -0.1 0.2 0.4
O 1.906 -0.983 1.013 0.9 0.3 -2.1
H 1.025 -1.775 -2.932 0.2 1.3 -1.6
H -0.412 0.926 -2.101 -1.0 -0.6 0.3
H -5.150 1.168 -0.789 0.2 0.0 -0.9
C -2.391 -0.064 1.075 -2.8 -0.3 1.5
H 4.003 -0.904 0.532 -0.5 0.0 -0.7
H -2.938 1.089 -2.092 0.1 0.0 1.0
C 1.842 -0.316 -0.224 -5.1 1.6 1.2
C -0.371 0.089 -0.178 3.4 -1.2 1.1
C -1.023 -0.231 1.019 -0.7 0.7 -1.9
C 1.744 2.116 1.075 0.6 0.5 0.8
H 3.582 -2.270 1.531 -1.0 -0.5 -0.5
H -5.387 0.731 0.810 1.0 -0.9 -0.4
H 2.164 3.073 1.562 0.4 -1.8 -1.1
H -0.531 -0.617 1.855 0.9 -0.4 1.1
H 1.675 1.277 1.811 -0.3 1.0 -0.5
C -4.811 0.414 -0.103 1.3 -1.1 0.9
C -2.454 0.778 -1.135 -0.1 -0.8 -1.3

76
Properties=species:S:1:pos:R:3:forces:R:3 method="wB97M-V/def2-TZVPD" spin_multiplicity=2 orbital_gap_ev="5.498 / 4.659" homo_energy_ev="-9.58 / -9.58" charge=+1 e_lumo_ev="-4.08 / -4.92" total_energy_ev=-199215.7958
C 1.149 -0.572 -1.276 0.6 -0.5 -0.5
H -4.672 -0.768 -0.401 0.0 -0.1 0.0
N 0.131 0.010 -1.934 0.4 -1.2 -0.8
C -5.216 3.108 -0.557 0.7 0.2 0.0
N -7.544 2.719 -0.232 0.4 0.6 0.1
C 1.034 -0.758 -4.011 0.1 0.0 0.0
C -5.347 4.503 -0.652 0.2 -0.1 0.0
H 6.732 -3.322 1.511 0.0 0.0 0.1
H 12.001 -5.423 -0.250 -0.1 0.0 0.1
H 10.601 -5.832 0.767 0.0 0.1 -0.1
H 0.923 -0.810 -5.084 0.0 0.0 0.0
H -2.049 5.227 -0.859 0.0 0.0 0.0
N 4.492 -2.170 0.562 0.3 -0.2 0.0
F 1.173 5.146 0.237 0.1 -0.5 -0.4
C 1.044 -0.441 2.908 0.0 -0.1 0.0
H -0.776 0.395 -3.714 0.0 0.0 -0.1
H -4.275 6.347 -0.844 0.0 0.0 0.0
F 1.944 2.121 -1.343 -0.4 0.9 0.6
C -8.752 1.538 1.382 0.3 -0.6 1.4
C 6.459 -3.144 -0.623 0.7 -0.3 0.2
N 0.120 0.090 0.773 0.3 -1.0 0.9
H 11.261 -4.167 0.768 0.0 0.0 0.0
C -6.080 0.818 -0.303 0.3 -0.3 -0.1
O -2.506 0.695 -0.548 -3.2 -1.2 0.2
C 11.061 -5.051 0.153 0.2 0.0 0.2
C 1.163 -0.495 0.171 0.6 -0.5 0.4
H -10.661 0.777 0.743 0.0 0.1 -0.1
C 5.140 -2.566 -0.582 -0.7 0.2 -0.2
C 2.110 -1.323 -3.369 -0.2 0.2 0.0
H 2.901 -1.823 -3.906 0.1 -0.1 -0.1
H 8.798 -4.072 -2.904 0.0 0.0 -0.1
C -3.914 2.573 -0.593 -0.6 0.6 0.0
F 0.088 3.692 -1.505 1.4 2.1 -0.5
H 0.925 -0.413 3.979 0.0 0.0 0.1
As 1.647 3.695 -0.563 1.4 0.5 0.3
F 0.651 2.800 0.693 2.2 1.7 1.3
C 0.054 0.104 2.088 0.0 0.0 0.1
H -6.935 2.200 2.334 0.1 0.1 0.0
N -8.576 2.272 0.255 -1.0 0.2 -1.4
C -4.211 5.271 -0.768 -0.1 -0.1 0.0
C -7.830 1.608 2.448 -0.2 0.0 -0.4
C -6.319 2.215 -0.332 -0.1 -0.3 0.1
C 2.185 -1.235 -1.973 -0.4 0.3 0.2
C 2.234 -1.054 0.923 -0.3 0.2 0.0
C -3.678 1.135 -0.515 0.3 -0.3 0.0
C 0.078 -0.084 -3.247 0.0 -0.1 0.0
C 7.171 -3.467 0.534 -0.4 0.2 -0.5
C 9.038 -4.215 -0.787 -0.6 0.2 0.1
N -2.814 3.336 -0.693 -0.2 0.1 0.0
C -2.957 4.641 -0.778 -0.1 0.3 0.0
C 3.276 -1.737 -1.211 0.0 0.1 1.4
F 2.450 4.518 -1.826 -0.3 -0.2 0.4
C 8.442 -3.994 0.458 0.5 -0.2 -0.1
C -4.828 0.299 -0.414 -0.5 -0.3 0.1
H 4.841 -2.265 1.500 0.0 0.0 -0.1
H 8.959 -4.241 1.371 0.1 0.0 0.1
C 7.060 -3.369 -1.872 -0.2 0.1 0.4
C -9.947 0.818 1.551 0.2 0.2 -0.2
Br -9.606 -0.672 5.399 0.1 0.1 -0.3
H -0.828 0.572 2.509 0.0 0.0 0.1
H 6.507 -3.117 -2.763 0.0 0.0 -0.1
N 4.410 -2.320 -1.651 0.4 -0.2 -0.3
C -8.091 0.964 3.630 0.0 -0.2 0.2
O 10.264 -4.727 -0.968 0.1 0.0 -0.3
C -9.259 0.220 3.768 -0.1 0.0 0.1
C 3.300 -1.626 0.187 -0.4 0.0 -1.2
H -11.090 -0.424 2.865 -0.1 0.0 0.0
F 3.045 3.466 0.415 -0.6 0.2 -0.4
H -7.395 1.034 4.450 0.1 0.0 0.1
H -6.936 0.167 -0.224 -0.1 -0.1 0.1
C -10.187 0.151 2.730 0.1 -0.2 0.3
H -6.334 4.943 -0.636 0.0 0.1 0.0
C 8.323 -3.893 -1.953 0.4 -0.2 0.3
C 2.152 -1.006 2.324 -0.3 0.2 -0.2
H 2.939 -1.419 2.938 0.1 -0.1 0.0
Sr -0.662 1.826 -0.664 -1.7 -0.5 -1.3

75
Properties=species:S:1:pos:R:3:forces:R:3 method="wB97M-V/def2-TZVPD" orbital_gap_ev=5.783 homo_energy_ev=-3.36 charge=-1 e_lumo_ev=2.43 total_energy_ev=-33912.5544
C -0.507 -5.632 -2.988 -0.1 0.1 0.0
H -1.921 -4.311 -2.036 0.0 0.0 0.0
H -3.036 1.534 1.413 0.0 0.0 0.0
H 3.770 1.004 -0.337 -0.1 0.1 0.0
C 0.760 -1.126 3.156 0.0 0.0 0.0
H -4.842 3.535 2.570 0.0 0.0 0.0
H 6.101 -2.795 -1.514 0.0 0.0 0.0
H 2.985 -4.924 -1.894 0.0 0.0 0.0
C -4.812 1.664 4.388 -0.1 0.0 0.0
H 0.243 -5.575 -3.780 0.0 0.0 0.0
O 0.762 2.151 -3.493 0.1 -0.1 0.3
H 0.469 0.998 3.224 0.0 0.0 0.0
H -4.339 2.559 4.802 0.0 0.0 0.0
C 2.942 -3.938 -2.366 0.0 0.0 0.0
H 5.630 -3.615 -3.014 0.0 0.0 0.0
H -2.224 -6.843 -2.501 0.0 0.0 0.0
C 1.264 0.297 2.949 0.0 0.0 0.0
C -1.196 -4.284 -2.855 0.0 0.0 0.0
H 2.319 2.931 0.098 -0.1 0.1 -0.1
C -1.490 -6.747 -3.307 0.0 0.0 0.0
C -4.622 1.623 2.880 0.1 0.0 0.1
C 5.394 -3.498 -1.954 0.0 0.0 0.1
H -5.872 1.693 4.642 0.0 0.0 0.0
O 3.694 -2.776 -0.384 0.0 0.0 0.4
O -5.276 2.732 2.261 0.0 0.0 0.0
O 1.513 0.556 1.583 -0.1 -0.1 0.4
H 2.295 0.442 4.861 0.0 0.0 0.0
H 1.940 -3.542 -2.208 0.0 0.0 0.0
H -0.833 4.845 -0.754 0.0 -0.1 0.0
C 1.100 1.909 -2.346 -0.1 0.1 -0.1
H 3.869 -2.006 -2.207 0.0 0.0 0.0
H -5.135 0.746 2.478 0.0 0.0 0.0
H -1.728 -4.019 -3.770 0.0 0.0 0.0
C -2.384 4.811 0.445 -0.1 0.0 -0.1
H -0.474 0.564 -1.754 0.1 0.1 0.1
H -0.723 2.245 -1.267 0.2 -0.1 0.0
H -3.529 6.581 0.972 0.0 0.0 0.0
H -0.365 -5.977 -1.070 0.0 0.1 0.0
C -3.155 1.572 2.495 0.0 0.0 -0.1
H 5.526 -4.471 -1.467 0.0 0.0 0.0
H 2.219 -0.032 1.277 0.0 0.2 -0.4
H 2.236 -0.114 -1.040 0.0 0.1 0.0
H 1.723 3.980 -1.221 0.1 -0.1 0.0
H -2.658 0.703 2.928 0.0 0.0 0.0
C -2.523 6.314 0.643 0.1 0.0 0.0
C 2.496 0.588 3.796 0.0 0.0 0.0
H 3.776 -3.606 0.098 0.0 -0.1 -0.2
O -1.059 4.451 0.096 0.1 0.1 0.1
H -0.471 -3.501 -2.636 0.0 0.0 0.0
C 0.031 1.451 -1.353 -0.2 -0.1 -0.1
H -0.127 -1.303 2.547 0.0 0.0 0.0
H -2.323 6.836 -0.297 0.0 0.0 0.0
H 1.527 -1.842 2.847 0.0 0.0 0.0
H 3.105 -4.064 -3.439 0.0 0.0 0.0
H -2.030 -6.544 -4.233 0.0 0.0 0.0
H -2.639 2.467 2.856 0.0 0.0 0.0
C -3.380 4.281 -0.575 0.0 0.0 0.0
H -4.409 4.488 -0.276 0.0 0.0 0.0
O 0.244 -5.936 -1.816 0.0 -0.1 0.0
N 2.409 2.078 -1.872 -0.1 0.1 0.1
H 3.816 0.272 -2.188 -0.1 0.0 0.1
H 0.452 1.215 -0.376 -0.1 0.1 -0.1
H -1.806 6.669 1.384 0.0 0.0 0.0
H 0.514 -1.317 4.204 0.0 0.0 0.0
H -3.263 3.204 -0.692 0.0 0.0 0.0
H -0.970 -7.700 -3.406 0.0 0.0 0.0
H -2.547 4.306 1.401 0.0 0.0 0.0
C 2.470 3.215 -0.958 0.1 0.0 0.1
H 3.454 3.697 -1.031 -0.1 -0.1 0.0
H -4.361 0.793 4.866 0.0 0.0 0.0
H 2.827 1.614 3.636 0.0 0.0 0.0
H -3.200 4.746 -1.548 0.0 0.0 0.0
H 3.314 -0.077 3.506 0.0 0.0 0.0
C 3.971 -2.998 -1.761 0.0 0.1 -0.2
B 3.069 0.753 -1.317 0.5 -0.2 -0.5

31
Properties=species:S:1:pos:R:3:forces:R:3 method="wB97M-V/def2-TZVPD" orbital_gap_ev=9.841 homo_energy_ev=-9.42 charge=0 e_lumo_ev=0.42 e_above_lowest_kcal_mol=5.0 total_energy_ev=-29067.1907 smiles="C[C@H](CS)NC=O.O.O.O.O.O"
O -1.805 2.022 0.743 0.9 -0.4 1.1
H 0.103 -0.125 0.131 -0.4 0.5 0.7
H -0.346 0.155 -3.779 0.3 0.5 -0.2
H -1.979 1.146 1.121 0.0 0.4 0.0
H 1.981 -0.064 2.294 0.4 -1.1 0.2
H 0.652 3.722 2.044 0.1 0.3 0.2
H 1.260 -4.008 2.139 0.0 -0.6 0.8
H -1.430 -1.177 -3.650 0.3 -0.4 -0.1
O -3.549 -0.124 -0.460 -0.4 0.9 0.1
H 2.310 1.747 1.607 0.3 0.2 0.6
S 0.940 1.623 -1.227 0.6 0.2 0.1
O 3.104 1.214 1.825 -1.4 0.2 0.5
H 1.002 -0.857 -1.066 0.4 0.4 -0.4
H 1.325 -2.528 1.770 0.2 0.2 0.4
H 0.317 2.562 1.149 -0.2 0.0 0.2
O 1.256 -3.418 1.406 -0.2 0.4 -1.2
C -0.960 -0.302 -1.758 0.6 0.3 0.3
O 1.740 -0.928 2.715 -0.1 0.6 -1.6
H 0.769 1.688 -2.554 0.0 -0.2 0.0
H -1.543 0.609 -1.747 -0.4 0.1 -0.1
C 0.309 -0.024 -0.917 -0.5 -0.8 -0.7
H 3.686 1.482 1.144 1.3 0.1 -1.1
C -2.860 -1.112 -0.411 -0.4 -0.5 0.1
H -3.114 -1.981 0.206 -0.2 -0.2 0.2
C -0.565 -0.709 -3.179 -0.8 0.3 0.5
H -1.260 -2.168 -0.870 0.3 -0.5 0.1
H -2.422 2.061 0.034 -0.9 0.1 -1.0
N -1.743 -1.325 -1.102 0.8 -0.2 -0.3
H 1.612 -0.672 3.606 -0.3 0.1 1.5
O 0.882 2.804 1.902 -0.3 -0.3 -0.5
H 0.328 -1.315 -3.115 0.0 -0.5 -0.4

M? In order: 815.349, 355.405, 228.313, 930.050, 386.403, 209.264 g mol⁻¹.